The following is a DFT calculation (the ωB97M-V functional and the def2-TZVPD basis) of a 2-piece molecular cluster, C3H10N3S overall in a non-equilibrium geometry.

```
17
Properties=species:S:1:pos:R:3:forces:R:3
C 1.021 -0.779 -0.536 -2.19 -0.23 -1.13
C 1.331 0.052 0.653 -2.45 0.93 0.29
C -0.525 -0.824 -0.884 1.22 -0.50 0.37
N 1.719 -1.461 -1.318 1.28 0.49 1.20
N -1.005 -0.111 -1.847 1.72 1.88 -0.49
N -1.315 -1.735 -0.420 -3.06 -3.05 1.07
S 0.145 3.039 2.497 1.32 -1.77 -0.34
H 1.631 1.107 0.402 -0.63 -0.98 0.24
H 0.356 -0.003 1.316 2.04 0.65 -1.14
H 2.097 -0.383 1.199 1.64 -0.75 1.02
H 1.335 -2.021 -2.061 -0.57 0.09 -0.19
H -1.893 -0.333 -2.193 -1.48 0.26 -0.71
H -0.553 0.774 -2.052 -0.23 -0.35 -0.54
H -1.198 -2.297 0.445 0.56 0.67 -1.13
H -2.262 -1.968 -0.896 2.16 0.86 1.15
H -0.253 4.222 2.171 -0.87 1.29 0.12
H -0.630 2.722 3.524 -0.47 0.50 0.22
```
Forces are in eV/Å.

HOMO in eV: -12.56
Energy above the lowest of the compared OMol25 structures with the same formula, charge and spin in kcal per mole: 40.1
Charge: +1
DFT total energy in Ha: -682.47661